Record 1
# C6H12O2

A 2-piece molecular cluster, C6H12O2 overall (the ωB97M-V functional and the def2-TZVPD basis, OMol25).

Element x y z (Å)
C 2.299 -0.400 -0.855
C 0.946 0.283 -0.812
C -0.217 -0.354 -0.895
C -1.504 0.239 -0.485
C -2.351 -0.322 0.363
O -3.517 0.263 0.810
C 1.191 1.729 -0.530
H 2.540 -0.747 0.146
H 2.446 -1.383 -1.315
H 3.126 0.188 -1.255
H -0.256 -1.440 -0.957
H -1.831 1.197 -0.942
H -2.281 -1.365 0.680
H -4.107 0.464 0.065
H 2.063 1.929 0.084
H 0.345 2.220 -0.058
H 1.508 2.271 -1.477
H -0.251 -0.793 2.345
H -0.369 -2.362 2.606
O 0.221 -1.618 2.481

Values from the calculation:
**Structure (SMILES)**: CC(C)=C/C=C/O.O
**Relative energy (zero: lowest compared OMol25 entry of this formula, charge and spin)**: 59.6 kcal/mol
**HOMO level**: -8.47 eV


Record 2
# C5H6S3

One molecule with the formula C5H6S3 (the ωB97M-V functional and the def2-TZVPD basis, OMol25).

Element x y z (Å)
C -1.007 -0.649 -1.703
C -0.195 0.343 -0.879
C 0.188 0.221 0.454
C 0.225 -1.026 1.209
C 0.738 1.438 1.170
H -0.341 -1.603 -1.608
H -1.014 -0.248 -2.862
H -2.063 -0.814 -1.383
H -0.286 -0.981 2.149
H 1.322 -1.262 1.620
H -0.015 -1.846 0.605
S 1.503 1.593 2.624
S 0.682 2.921 0.193
S 0.262 1.912 -1.589

Values from the calculation:
**Structure (SMILES)**: Cc1ssc(=S)c1C
**Relative energy (zero: lowest compared OMol25 entry of this formula, charge and spin)**: 21.8 kcal/mol
**HOMO level**: -8.10 eV


Record 3
# C2H10N3O

A 2-piece molecular cluster, C2H10N3O overall (the ωB97M-V functional and the def2-TZVPD basis, OMol25).

Element x y z (Å)
C -0.563 -0.839 0.689
N -1.018 -1.488 -0.417
N 0.714 -0.595 0.792
N -1.408 -0.521 1.685
C 1.594 -0.780 -0.375
H -0.339 -1.734 -1.141
H -1.995 -1.778 -0.512
H 1.172 -0.034 1.514
H -0.990 -0.338 2.601
H -2.406 -0.734 1.612
H 2.563 -0.275 -0.227
H 1.145 -0.412 -1.313
H 1.772 -1.864 -0.472
O 0.320 3.821 -1.469
H -0.314 4.494 -1.805
H -0.247 3.078 -1.162

Values from the calculation:
**Relative energy (zero: lowest compared OMol25 entry of this formula, charge and spin)**: 20.1 kcal/mol
**HOMO level**: -14.11 eV
**Charge**: +1


Record 4
# C40H39Cl2FI2N5O4SSc

C40H39Cl2FI2N5O4SSc as an isolated structure (the ωB97M-V functional and the def2-TZVPD basis, OMol25).

Element x y z (Å)
Sc -0.624 0.049 -0.223
F -2.950 -4.539 3.884
C -2.749 -3.255 4.239
C -2.524 -2.326 3.270
C -2.336 -0.994 3.630
C -1.973 -0.051 2.566
O -1.987 -0.472 1.394
C -1.521 1.229 3.008
C -1.693 1.561 4.315
N -2.119 0.721 5.287
C -2.275 1.184 6.643
C -1.274 0.760 7.681
C -1.306 2.179 7.194
C -2.389 -0.608 4.970
C -2.615 -1.580 5.952
C -2.761 -2.909 5.591
N -2.831 -3.899 6.609
C -3.892 -3.850 7.592
C -3.267 -4.178 8.963
N -1.958 -4.870 8.688
C -2.157 -5.958 7.671
C -2.420 -5.266 6.321
C -0.764 2.194 2.127
O -0.476 3.296 2.574
O -0.391 1.690 1.015
H -2.455 -2.610 2.231
H -1.412 2.558 4.625
H -3.309 1.273 6.957
H -0.452 0.147 7.337
H -1.635 0.541 8.677
H -0.490 2.500 6.563
H -1.705 2.946 7.840
H -2.580 -1.315 6.999
H -4.690 -4.566 7.356
H -4.336 -2.858 7.617
H -3.875 -4.857 9.556
H -3.037 -3.290 9.549
H -1.519 -5.208 9.543
H -1.352 -4.169 8.247
H -3.004 -6.548 8.019
H -1.269 -6.585 7.654
H -3.169 -5.842 5.773
H -1.509 -5.243 5.723
C 6.534 -2.374 -0.071
C 5.057 -2.114 0.220
C 4.909 -1.684 1.686
C 4.280 -3.420 0.007
C 4.482 -1.015 -0.677
C 5.275 -0.232 -1.532
C 4.739 0.768 -2.327
C 3.372 1.005 -2.260
S 2.378 2.153 -3.105
C 0.979 1.567 -2.258
N 1.234 0.592 -1.427
C 2.578 0.251 -1.399
C 3.122 -0.761 -0.620
C -0.374 2.130 -2.431
C -0.588 3.185 -3.316
C -1.867 3.693 -3.471
C -2.914 3.139 -2.742
C -2.679 2.086 -1.865
C -1.407 1.547 -1.683
H 6.886 -3.191 0.562
H 7.153 -1.501 0.143
H 6.696 -2.664 -1.111
H 5.314 -2.454 2.346
H 3.859 -1.544 1.946
H 5.440 -0.749 1.874
H 4.722 -4.214 0.613
H 4.311 -3.728 -1.040
H 3.235 -3.335 0.305
H 6.337 -0.417 -1.595
H 5.376 1.338 -2.990
H 2.466 -1.339 0.016
H 0.226 3.613 -3.892
H -2.047 4.512 -4.155
H -3.917 3.532 -2.861
H -3.524 1.670 -1.321
O 0.989 -0.484 1.797
H 1.480 0.178 2.292
H 1.128 -1.352 2.224
Cl -1.030 -0.934 -4.019
C -2.490 -1.557 -3.303
C -3.584 -1.677 -4.135
C -4.750 -2.276 -3.672
C -4.775 -2.744 -2.374
C -3.672 -2.588 -1.546
Cl -3.885 -3.169 0.098
C -2.483 -1.967 -1.945
N -1.346 -1.694 -1.230
H -3.501 -1.320 -5.152
H -5.609 -2.391 -4.317
H -5.654 -3.227 -1.969
I -0.489 -2.908 0.246
I 1.042 -3.782 3.113

Values from the calculation:
**Relative energy (zero: lowest compared OMol25 entry of this formula, charge and spin)**: 0.0 kcal/mol
**HOMO level**: -6.42 eV


Record 5
# C4H3F3O3S

A 3-piece molecular cluster, C4H3F3O3S overall (the ωB97M-V functional and the def2-TZVPD basis, OMol25).

Element x y z (Å)
C -0.890 0.510 1.699
C -1.782 0.060 1.029
C 3.534 -0.799 -0.080
C -2.685 -0.089 -0.139
O 0.523 1.426 -0.120
O -0.201 -0.113 -1.812
O 2.728 -0.258 -0.779
F -2.445 0.854 -1.061
F -2.555 -1.325 -0.708
F -4.007 0.140 0.185
S 0.616 1.041 -1.507
H -0.395 0.699 2.594
H 3.562 -1.888 -0.039
H 3.996 -0.258 0.739

Values from the calculation:
**Relative energy (zero: lowest compared OMol25 entry of this formula, charge and spin)**: 43.9 kcal/mol
**HOMO level**: -10.42 eV


Record 6
# C5H10O2

A 2-piece molecular cluster, C5H10O2 overall (the ωB97M-V functional and the def2-TZVPD basis, OMol25).

Element x y z (Å)
C -0.870 -0.202 2.175
C 0.145 -0.358 1.070
O 1.076 -1.132 1.141
C -0.102 0.504 -0.163
C 0.463 0.000 -1.491
C -1.010 -0.234 -1.855
O -1.462 0.334 -0.609
H -0.466 -0.606 3.105
H -1.159 0.846 2.304
H -1.774 -0.752 1.895
H 2.990 0.889 0.152
H 2.695 0.233 0.345
H 0.112 1.555 0.084
H 0.970 0.762 -2.086
H 1.094 -0.887 -1.404
H -1.308 -1.284 -1.952
H -1.393 0.332 -2.711

Values from the calculation:
**Structure (SMILES)**: CC(=O)[C@H]1CCO1.[H][H]
**Relative energy (zero: lowest compared OMol25 entry of this formula, charge and spin)**: 69.6 kcal/mol
**HOMO level**: -9.44 eV


Record 7
# C26H30BF3O3S

A 2-piece molecular cluster, C26H30BF3O3S overall (the ωB97M-V functional and the def2-TZVPD basis, OMol25).

Element x y z (Å)
C 1.475 1.570 -0.024
O 0.604 0.732 0.759
C -0.453 0.068 0.151
C -0.205 -0.633 -1.151
C -0.380 -2.018 -1.231
C -0.104 -2.692 -2.417
C 0.355 -1.991 -3.532
C 0.474 -0.600 -3.474
C 0.129 0.082 -2.307
H 2.225 1.917 0.696
H 1.962 0.999 -0.828
H 0.912 2.422 -0.428
H -0.951 -0.566 0.891
H -0.749 -2.545 -0.348
H -0.235 -3.775 -2.463
H 0.615 -2.528 -4.444
H 0.821 -0.044 -4.347
H 0.130 1.173 -2.278
C 1.227 0.500 4.575
C 1.302 -0.544 3.535
C 0.412 -1.588 3.332
C 0.711 -2.352 2.172
C 1.790 -1.847 1.460
B -1.727 1.270 -0.249
C 2.423 -2.438 0.299
C 2.146 -3.775 -0.065
C 2.639 -4.304 -1.246
C 3.419 -3.503 -2.073
C 3.885 -4.064 -3.383
F 5.015 -3.456 -3.845
F 4.141 -5.405 -3.319
F 2.923 -3.898 -4.358
C 3.739 -2.193 -1.728
C 3.283 -1.682 -0.522
O -2.961 1.035 0.281
C -3.509 2.359 0.514
C -4.506 2.645 -0.606
C -4.247 2.336 1.835
C -2.229 3.297 0.439
C -2.435 4.678 -0.132
C -1.495 3.421 1.777
O -1.373 2.570 -0.487
S 2.579 -0.586 2.380
H 0.520 0.193 5.351
H 2.213 0.665 5.024
H 0.880 1.447 4.140
H -0.431 -1.769 3.995
H 0.152 -3.224 1.847
H 1.529 -4.393 0.586
H 2.410 -5.327 -1.534
H 4.347 -1.585 -2.394
H 3.578 -0.676 -0.220
H -5.025 3.595 -0.423
H -4.019 2.687 -1.589
H -5.261 1.850 -0.628
H -4.666 3.326 2.051
H -5.078 1.622 1.777
H -3.592 2.042 2.662
H -3.076 5.263 0.538
H -1.469 5.190 -0.209
H -2.891 4.644 -1.126
H -2.084 4.022 2.482
H -1.280 2.447 2.240
H -0.537 3.934 1.616

Values from the calculation:
**Structure (SMILES)**: CO[C@@H](B1OC(C)(C)C(C)(C)O1)c1ccccc1.Cc1ccc(-c2ccc(C(F)(F)F)cc2)s1
**Relative energy (zero: lowest compared OMol25 entry of this formula, charge and spin)**: 6.5 kcal/mol
**HOMO level**: -7.92 eV


Record 8
# C29H33N3PRe

C29H33N3PRe as an isolated structure (the ωB97M-V functional and the def2-TZVPD basis, OMol25).

Element x y z (Å)
Re -0.515 -0.070 0.126
C -0.914 1.562 -2.534
N -1.591 0.538 -1.658
C -2.907 1.133 -1.202
C -1.828 -0.729 -2.382
C -2.039 -0.812 -3.737
C -2.286 -2.070 -4.291
C -2.306 -3.223 -3.504
C -2.117 -3.136 -2.139
C -1.900 -1.874 -1.583
N -1.700 -1.612 -0.220
C -2.322 -2.293 0.819
C -3.402 -3.181 0.703
C -3.945 -3.711 1.855
C -3.430 -3.357 3.103
C -2.374 -2.444 3.220
C -1.846 -1.912 2.077
N -0.708 -0.968 2.078
C 0.540 -1.762 2.407
C -0.891 0.122 3.098
H -1.617 1.875 -3.304
H -0.017 1.141 -2.980
H -0.651 2.425 -1.930
H -3.513 1.347 -2.082
H -2.703 2.061 -0.669
H -3.434 0.429 -0.564
H -2.020 0.061 -4.376
H -2.452 -2.147 -5.358
H -2.454 -4.191 -3.966
H -2.073 -4.026 -1.524
H -3.834 -3.412 -0.261
H -4.785 -4.390 1.789
H -3.860 -3.780 4.002
H -2.000 -2.183 4.202
H 0.380 -2.253 3.367
H 1.387 -1.089 2.472
H 0.705 -2.518 1.640
H -1.006 -0.306 4.092
H -1.777 0.707 2.855
H 0.003 0.742 3.091
C 0.584 3.175 1.254
P 1.238 1.685 0.464
C 1.925 2.179 -1.125
C 2.018 3.514 -1.510
C 2.581 3.841 -2.739
C 3.044 2.842 -3.585
C 2.945 1.506 -3.208
C 2.380 1.175 -1.987
C 2.590 1.067 1.483
C 3.209 -0.137 1.125
C 4.307 -0.598 1.833
C 4.787 0.133 2.914
C 4.175 1.324 3.279
C 3.078 1.795 2.567
H 1.380 3.912 1.356
H 0.191 2.943 2.243
H -0.214 3.606 0.649
H 1.680 4.314 -0.862
H 2.669 4.880 -3.030
H 3.489 3.104 -4.536
H 3.321 0.730 -3.862
H 2.328 0.128 -1.701
H 2.861 -0.709 0.269
H 4.796 -1.518 1.539
H 5.646 -0.223 3.467
H 4.559 1.897 4.113
H 2.632 2.738 2.861

Values from the calculation:
**Relative energy (zero: lowest compared OMol25 entry of this formula, charge and spin)**: 30.5 kcal/mol
**HOMO level (alpha / beta)**: -17.15 / -17.14 eV
**Charge**: +3
**<S²>**: 0.944
**Spin multiplicity**: 2


Record 9
# C2H6CsO

C2H6CsO as an isolated structure (the ωB97M-V functional and the def2-TZVPD basis, OMol25).

Element x y z (Å)
Cs -0.347 2.695 5.318
C -0.673 -0.814 -0.215
C 0.200 -0.027 -1.089
O 1.313 0.075 -0.161
H -1.594 -1.048 -0.750
H -0.793 -0.346 0.762
H -0.169 -1.778 -0.145
H -0.287 0.943 -1.189
H 0.510 -0.497 -2.023
H 1.840 0.799 -0.507

Values from the calculation:
**Relative energy (zero: lowest compared OMol25 entry of this formula, charge and spin)**: 23.4 kcal/mol
**HOMO level**: -12.72 eV
**Charge**: +1


Record 10
# C5H17NO2

A 4-piece molecular cluster, C5H17NO2 overall (the ωB97M-V functional and the def2-TZVPD basis, OMol25).

Element x y z (Å)
C -2.350 0.157 0.061
C -1.604 -1.138 -0.131
C -0.491 -1.354 0.889
C 0.246 -0.073 1.303
C 0.700 0.784 0.072
N 0.101 2.111 -0.023
H -2.827 0.287 1.030
H -1.603 0.978 0.171
H -3.035 0.434 -0.724
H -1.027 -1.142 -1.064
H -2.316 -1.997 -0.107
H -0.970 -1.732 1.831
H 0.264 -2.084 0.531
H -0.368 0.669 1.797
H 1.176 -0.283 1.831
H 1.758 1.069 0.251
H 0.746 0.109 -0.800
H -0.068 5.031 -0.312
H 0.621 2.397 -0.839
H 0.683 5.053 -0.165
H 1.126 -2.457 -2.478
O 0.853 -2.168 -1.614
H 1.991 -1.764 -0.932
H 3.645 -1.629 -0.278
O 2.749 -1.256 -0.301

Values from the calculation:
**Relative energy (zero: lowest compared OMol25 entry of this formula, charge and spin)**: 194.3 kcal/mol
**HOMO level**: -8.63 eV


Record 11
# C2H7ClSi2

C2H7ClSi2 as an isolated structure (the ωB97M-V functional and the def2-TZVPD basis, OMol25).

Element x y z (Å)
C -0.966 0.489 1.653
C 0.962 -0.116 -0.943
Si 0.734 0.066 0.991
Si -0.820 -0.244 -1.487
Cl -1.622 -1.953 -2.115
H -1.504 -0.054 2.300
H -1.328 1.427 1.369
H 1.251 0.877 -1.249
H 1.618 -0.876 -1.156
H 1.669 0.823 1.802
H 1.179 -1.419 1.115
H -1.173 0.979 -2.280

Values from the calculation:
**Relative energy (zero: lowest compared OMol25 entry of this formula, charge and spin)**: 0.0 kcal/mol
**HOMO level (alpha / beta)**: -6.56 / -10.31 eV
**<S²>**: 2.005
**Spin multiplicity**: 3


Record 12
# C3H11NO2

A 2-piece molecular cluster, C3H11NO2 overall (the ωB97M-V functional and the def2-TZVPD basis, OMol25).

Element x y z (Å)
C -1.820 0.443 0.019
C -0.478 0.347 -0.851
C -0.443 0.114 -2.356
O 0.295 -0.778 -0.345
N -1.875 0.409 1.500
H -2.487 1.271 -0.419
H -2.145 -0.589 -0.366
H 0.047 1.279 -0.592
H -1.161 0.802 -2.865
H 0.552 0.177 -2.824
H -0.781 -0.941 -2.431
H 1.194 -0.604 -0.689
H -2.598 0.930 1.945
H -0.963 0.736 1.916
H 3.796 -0.692 2.408
H 4.890 -1.620 2.833
O 3.976 -1.283 3.117

Values from the calculation:
**Structure (SMILES)**: C[C@H](O)CN.O
**Relative energy (zero: lowest compared OMol25 entry of this formula, charge and spin)**: 36.8 kcal/mol
**HOMO level**: -9.05 eV


Record 13
# C2H2FNO2

A 2-piece molecular cluster, C2H2FNO2 overall (the ωB97M-V functional and the def2-TZVPD basis, OMol25).

Element x y z (Å)
C -0.830 1.390 -0.382
C 0.201 -0.974 0.556
N 1.180 -0.283 0.290
O -1.302 1.203 0.636
O -0.468 1.567 -1.480
F 1.660 -0.195 -1.007
H -0.259 -1.735 -0.187
H -0.182 -0.975 1.575

Values from the calculation:
**Structure (SMILES)**: O=C=O.C=NF
**Relative energy (zero: lowest compared OMol25 entry of this formula, charge and spin)**: 56.8 kcal/mol
**HOMO level**: -11.09 eV


Record 14
# C5H15N2S

A 2-piece molecular cluster, C5H15N2S overall (the ωB97M-V functional and the def2-TZVPD basis, OMol25).

Element x y z (Å)
C 0.126 -1.708 1.905
C -1.166 -1.404 1.608
N -2.092 -2.432 1.355
N 1.043 -0.525 1.976
H 0.595 -2.679 2.017
H -1.570 -0.396 1.525
H -2.873 -2.143 0.806
H -1.681 -3.284 0.954
H 1.468 -0.460 1.008
H 1.795 -0.637 2.664
H 0.519 0.322 2.154
C -0.921 2.321 -1.691
C 0.186 1.670 -0.908
C 1.033 0.746 -1.787
S 2.467 -0.110 -0.963
H -1.687 2.917 -1.178
H -1.483 1.524 -2.223
H -0.501 2.942 -2.513
H 0.854 2.389 -0.379
H -0.187 1.005 -0.050
H 1.522 1.318 -2.601
H 0.435 -0.061 -2.279
H 2.118 -1.317 -1.399

Values from the calculation:
**Relative energy (zero: lowest compared OMol25 entry of this formula, charge and spin)**: 71.1 kcal/mol
**HOMO level (alpha / beta)**: -2.61 / -6.93 eV
**<S²>**: 0.754
**Spin multiplicity**: 2


Record 15
# C18H25BN4O4P

A 2-piece molecular cluster, C18H25BN4O4P overall (the ωB97M-V functional and the def2-TZVPD basis, OMol25).

Element x y z (Å)
C -5.304 0.033 -1.867
C -4.571 0.732 -2.530
B -3.536 1.566 -3.430
N -3.944 3.046 -3.483
N -2.096 1.419 -2.804
C -1.816 0.138 -2.251
C -1.619 -1.079 -3.117
O -1.734 0.032 -1.042
C -1.023 1.883 -3.584
C -0.960 3.375 -3.811
O -0.160 1.153 -4.046
P -3.726 0.719 -5.224
O -2.753 1.622 -6.218
O -5.229 1.233 -5.702
H -6.065 -0.395 -1.258
H -3.625 3.520 -2.645
H -4.950 3.138 -3.516
H -2.069 -1.953 -2.652
H -0.543 -1.259 -3.197
H -1.968 -0.948 -4.137
H -1.383 3.939 -2.987
H 0.088 3.623 -3.970
H -1.508 3.576 -4.732
H -3.157 1.637 -7.095
H -5.794 1.408 -4.939
C 3.438 -2.286 7.970
N 3.124 -1.964 6.562
C 2.653 -0.736 6.262
C 2.378 -0.384 4.966
C 2.592 -1.301 3.933
C 3.065 -2.570 4.277
C 3.320 -2.875 5.591
C 2.342 -0.942 2.526
C 3.345 -1.075 1.563
C 3.076 -0.769 0.252
N 1.855 -0.348 -0.120
C 0.875 -0.195 0.788
C 1.094 -0.481 2.114
C 1.547 -0.061 -1.538
H 2.546 -2.135 8.573
H 4.239 -1.633 8.307
H 3.754 -3.321 8.037
H 2.516 -0.054 7.089
H 2.014 0.613 4.762
H 3.227 -3.329 3.524
H 3.684 -3.845 5.895
H 4.339 -1.407 1.829
H 3.822 -0.856 -0.524
H -0.084 0.146 0.410
H 0.276 -0.362 2.812
H 1.186 0.960 -1.621
H 0.777 -0.754 -1.861
H 2.444 -0.189 -2.136

Values from the calculation:
**HOMO level**: -7.15 eV
**Charge**: +1


The calculation returns the following strongest force on any atom values, one per record and in order: 0.034; 0.068; 0.048; 0.018; 0.044; 0.010; 0.091; 0.029; 0.053; 0.092; 0.078; 0.070; 0.092; 0.049; 0.033 hartree/bohr.